Record 1
{"formula": "Cl4Mg", "method": "ωB97M-V/def2-TZVPD", "energy_ev": -55534.902, "orbital_gap_ev": 3.6508, "total_charge": -2, "e_homo_ev": -3.01, "largest_force_ev_per_a": 1.1, "e_above_lowest_kcal_mol": 196.1, "elements": ["Mg", "Cl", "Cl", "Cl", "Cl"], "positions_angstrom": [[0.255754, 0.233596, -0.218978], [4.049134, -0.609624, -1.376868], [-2.293936, -0.697304, -3.484868], [-3.140466, -1.679134, 2.381522], [1.129514, 2.752466, 2.699192]], "forces_ev_per_a": [[0.2244, 0.0081, 0.2862], [-0.9316, 0.1791, 0.2504], [0.5671, 0.2754, 0.5788], [0.3864, 0.1585, -0.2382], [-0.2464, -0.6211, -0.8773]], "mulliken_charge": [1.18, -0.79, -0.79, -0.84, -0.75]}

***

Record 2
{"formula": "CH5NO2S", "method": "ωB97M-V/def2-TZVPD", "energy_ev": -17535.243, "orbital_gap_ev": 8.9649, "total_charge": 0, "e_homo_ev": -9.25, "largest_force_ev_per_a": 4.8, "e_above_lowest_kcal_mol": 85.3, "elements": ["C", "S", "N", "O", "H", "H", "H", "O", "H", "H"], "positions_angstrom": [[-0.544582, 1.421468, 0.786425], [-1.052403, 0.182936, -0.508597], [-1.974115, -0.606136, 0.534633], [-2.658579, -1.558046, 0.124992], [-1.476367, 1.862910, 1.185010], [-0.023785, 0.983299, 1.519635], [0.027030, 2.095104, 0.154081], [2.589256, -1.591695, -0.983339], [2.013087, -0.846951, -1.125874], [3.100455, -1.942889, -1.686965]], "forces_ev_per_a": [[-2.7003, 1.1816, -3.8124], [1.6453, 1.8050, -0.5348], [-3.2099, -3.4320, 1.1414], [1.3486, 1.6457, 0.5134], [0.6407, -0.0257, -0.3872], [2.1424, -1.6726, 2.5144], [0.1558, 0.5092, 0.5642], [-0.3273, -0.4066, 2.3299], [0.1678, 0.0692, -0.9864], [0.1369, 0.3262, -1.3426]], "mulliken_charge": [-0.78, 0.10, 0.12, -0.39, 0.31, 0.31, 0.32, -0.62, 0.31, 0.31]}

***

Record 3
{"formula": "C7H17N5", "method": "ωB97M-V/def2-TZVPD", "energy_ev": -14968.841, "orbital_gap_ev": 10.1782, "total_charge": 2, "e_homo_ev": -17.88, "largest_force_ev_per_a": 6.3, "e_above_lowest_kcal_mol": 0.0, "elements": ["C", "N", "C", "C", "N", "C", "N", "N", "C", "C", "C", "N", "H", "H", "H", "H", "H", "H", "H", "H", "H", "H", "H", "H", "H", "H", "H", "H", "H"], "positions_angstrom": [[0.197816, -2.338049, -1.738139], [0.582776, -0.894801, -1.751675], [0.670581, -0.268765, -3.071840], [0.574677, -0.078382, -0.703388], [0.400981, 1.242458, -0.833950], [0.179309, 2.169206, 0.200508], [0.351712, 3.434562, -0.056146], [0.080863, 1.588413, 1.384843], [-0.233155, 0.122236, 1.632368], [0.126855, -0.372371, 2.995842], [-1.777953, -0.177250, 1.397761], [0.631107, -0.579416, 0.713904], [-0.331770, -2.392835, -2.670492], [0.996390, -2.997277, -1.458031], [-0.602305, -2.496520, -0.985286], [1.445252, 0.571693, -3.082183], [0.908229, -0.975858, -3.839604], [-0.335272, 0.005595, -3.437175], [0.294301, 1.578225, -1.728758], [0.182734, 3.994824, 0.668401], [0.607963, 3.892783, -0.896241], [0.044709, 2.198009, 2.206452], [-0.409473, 0.213022, 3.778119], [1.179653, -0.676103, 3.069035], [-0.428441, -1.317173, 3.099365], [-1.992522, 0.100543, 0.382258], [-2.388432, 0.397827, 2.018610], [-1.944333, -1.291736, 1.559635], [0.922927, -1.551437, 0.738054]], "forces_ev_per_a": [[-1.3823, 1.2436, 1.5589], [0.4528, 1.3874, 1.1876], [0.1722, 1.1895, -0.5733], [-0.6377, -3.8717, 3.7270], [-0.3062, 0.9696, 1.7311], [2.0276, -3.3207, -0.4389], [-0.1755, -2.2722, -1.4641], [-0.7068, 0.8803, 0.9312], [-1.3449, -0.5886, -0.2657], [-0.9072, -0.5857, 0.8772], [2.4466, -1.5183, -0.9154], [0.2689, 1.7044, -6.0555], [0.3809, -1.1000, -0.5928], [0.5512, -0.3404, -0.7710], [0.4502, 0.3091, -0.1850], [-1.1950, -1.1720, -0.1509], [0.8859, -0.6614, -0.0307], [0.2338, 0.6431, 0.5226], [-0.3060, 0.9055, -2.4443], [-0.8042, 3.2102, 3.4276], [0.2688, -0.1085, -1.0698], [0.0389, -0.3393, -0.2394], [1.2317, -0.0238, -0.2330], [-0.1954, 0.9494, 0.6202], [0.2616, 0.0561, -0.1552], [-0.4357, -0.0763, -0.6410], [-0.9232, 0.8067, 1.2394], [0.1073, 1.5466, -0.2700], [-0.4584, 0.1771, 0.6729]], "mulliken_charge": [-1.00, 0.05, -1.20, 0.41, -0.10, 0.50, -0.26, -0.12, 0.65, -1.45, -1.39, -0.26, 0.45, 0.31, 0.38, 0.42, 0.40, 0.47, 0.18, 0.18, 0.22, 0.34, 0.43, 0.42, 0.41, 0.35, 0.44, 0.37, 0.38]}

***

Record 4
{"formula": "C5H11NO", "method": "ωB97M-V/def2-TZVPD", "energy_ev": -8896.065, "orbital_gap_ev": 9.2536, "total_charge": 0, "e_homo_ev": -8.33, "largest_force_ev_per_a": 6.7, "e_above_lowest_kcal_mol": 129.9, "elements": ["C", "C", "C", "N", "C", "C", "O", "H", "H", "H", "H", "H", "H", "H", "H", "H", "H", "H"], "positions_angstrom": [[-0.484905, -0.497130, 0.437826], [-1.958165, 0.356273, 1.291990], [0.656956, -0.559616, 1.418278], [-0.469874, 0.341853, -0.644570], [0.705538, -0.602364, -1.660679], [1.761192, -0.006786, -2.185037], [0.077594, 1.588477, -0.356868], [-0.352498, 2.183932, -0.984842], [-0.917953, -1.455332, 0.165302], [0.360711, -1.594073, -1.932861], [-2.241292, -0.371655, 2.045656], [-1.559438, 1.266618, 1.726447], [-2.759214, 0.540889, 0.584930], [1.422690, -1.236096, 1.040177], [1.092075, 0.423617, 1.576458], [0.294008, -0.931224, 2.376203], [2.041983, 1.001081, -1.900229], [2.330593, -0.448464, -2.998181]], "forces_ev_per_a": [[-4.5209, 1.9813, 4.4164], [2.7227, -2.1992, -0.4981], [-0.0606, -0.1424, -0.1503], [3.3513, -2.1884, -5.3353], [-1.4748, 2.6529, 0.7158], [-0.4322, 0.1009, -0.0008], [0.4166, -0.0073, 0.2403], [-0.0110, -0.2453, 0.0666], [0.2299, 0.0162, -0.2049], [-0.2948, 0.1571, 0.2646], [-0.2928, 0.1960, 0.2532], [-0.0351, 0.0155, 0.0277], [0.1595, -0.0851, -0.2026], [0.1974, -0.0048, 0.0741], [0.0173, 0.0439, -0.0337], [0.0615, -0.0752, -0.0187], [-0.1375, 0.0342, 0.0486], [0.1036, -0.2503, 0.3371]], "mulliken_charge": [0.06, -1.18, -1.21, -0.18, -0.25, -0.50, -0.42, 0.35, 0.40, 0.30, 0.38, 0.30, 0.37, 0.37, 0.29, 0.38, 0.25, 0.26]}

***

What is the formula in the fourth record?
C5H11NO